No. 1
Density functional theory data (ωB97M-V/def2-TZVPD) for a gas-phase ion, C3H10Cl2NSi (charge +1).

Geometry as ORCA input:
```
! wB97M-V def2-TZVPD RIJCOSX def2/J DEFGRID3
* xyz 1 1
C -1.13760 0.62914 1.48736
N 0.04116 0.28120 0.66349
C 0.58967 -0.97244 1.07709
C -0.46728 0.19443 -0.80749
Si 0.95021 -0.01658 -2.21439
Cl 0.30791 -0.09863 -4.08738
Cl 1.93164 1.63556 -1.63153
H -1.96337 -0.14962 1.29261
H -0.86291 0.56563 2.61531
H -1.65164 1.60505 1.38554
H 0.71722 0.98374 0.67474
H 1.63211 -0.87655 0.76843
H 0.43831 -1.21333 2.12025
H 0.08988 -1.77753 0.50807
H -0.93046 1.18584 -1.12816
H -1.19247 -0.57743 -0.95170
H 1.50761 -1.39849 -1.77225
*
```

Properties
relative energy (zero: lowest compared OMol25 entry of this formula, charge and spin)	17.2	kcal per mole
SMILES string	C[NH+](C)C[SiH](Cl)Cl
E_HOMO	-14.69	eV

=====

No. 2
Density functional theory data (ωB97M-V/def2-TZVPD) for 2 unconnected molecules or ions with the total composition C9H14.

Geometry as ORCA input:
```
! wB97M-V def2-TZVPD RIJCOSX def2/J DEFGRID3
* xyz 1 2
C -2.23292 -0.79610 -1.29921
C 0.43839 1.57984 0.15923
C 0.50920 2.53027 -0.81360
C -0.42854 0.45893 0.01359
C -1.15004 0.36757 -1.15667
C -0.35223 2.58894 -1.92487
C -1.26472 1.47868 -2.07961
H 1.18861 1.59882 0.97611
H 1.25464 3.34462 -0.58281
H -0.40922 -0.29563 0.71800
H -0.29775 3.46345 -2.56298
H -1.94192 -1.68482 -0.62765
H -2.11669 -1.33395 -2.40902
H -1.91593 1.41483 -2.96395
H -3.18032 -0.40743 -0.90947
C 0.90067 -2.31135 1.80172
C 2.01402 -1.28505 2.10287
H -0.10343 -1.78692 1.82666
H 1.09853 -2.72242 0.74906
H 1.26049 -3.28650 2.45875
H 3.01769 -1.58967 1.81450
H 1.85141 -1.03801 3.14898
H 1.86006 -0.28810 1.56038
*
```

Properties
relative energy (zero: lowest compared OMol25 entry of this formula, charge and spin)	49.7	kcal per mole
E_HOMO (spin up / spin down)	-14.26 / -14.26	eV

=====

No. 3
Density functional theory data (ωB97M-V/def2-TZVPD) for 5 unconnected molecules or ions with the total composition C37H41ClO15P2.

Geometry as ORCA input:
```
! wB97M-V def2-TZVPD RIJCOSX def2/J DEFGRID3
* xyz 0 1
C 1.91841 -1.49286 -0.69080
C 2.35623 -0.63556 0.54582
C 1.07557 -0.01620 1.17155
O 0.25631 0.63573 0.21261
C -0.08557 1.97417 0.58161
P -0.85169 2.99864 -0.84682
C -0.26801 4.55887 0.05054
C 1.22435 4.88612 -0.12933
O 1.50008 6.07222 0.67449
C 2.54766 5.82878 1.54099
C 2.41050 4.96357 2.79709
O 3.59006 6.31519 1.29762
C 0.12699 2.07046 -2.18481
C 1.65367 2.31010 -2.12957
O 2.35839 2.07571 -1.21037
O 2.26318 2.85148 -3.24242
C -2.52485 2.31619 -0.34643
C -3.14987 3.27063 0.78075
C -3.26207 2.57206 2.19869
O -4.43880 2.89226 1.22825
P -1.81129 4.36735 -2.35687
O -0.57015 5.06186 -3.27238
Cl -2.94725 3.27931 -3.77159
H 0.82077 -1.58797 -0.78979
H 2.28588 -2.53117 -0.54770
H 2.32860 -1.09961 -1.63886
H 2.83812 -1.32861 1.26290
H 3.11647 0.12143 0.29417
H 1.31352 0.60496 2.05690
H 0.48750 -0.88226 1.56147
H -0.84706 1.89610 1.39781
H 0.80569 2.43669 1.05485
H -0.86598 5.40624 -0.35147
H -0.54008 4.44356 1.11665
H 1.89955 4.09965 0.26560
H 1.54150 5.07242 -1.16928
H 2.49026 5.54342 3.73030
H 1.48137 4.36725 2.84796
H 3.24889 4.24186 2.77292
H -0.13859 0.99951 -2.26347
H -0.20543 2.49862 -3.15443
H 1.58844 3.18174 -3.86200
H -2.48833 1.30979 0.09188
H -3.30892 2.38903 -1.12102
H -2.88222 4.34701 0.76897
H -3.67001 3.17337 3.02314
H -3.54610 1.49694 2.12041
H -0.96760 5.43811 -4.07476
O 0.36708 2.83112 -5.66575
C 0.90252 2.17510 -6.53991
C 1.82777 1.06601 -6.21144
C 2.41379 0.35111 -7.16877
C 2.16420 0.63343 -8.60284
O 2.69624 -0.01879 -9.47482
C 1.23750 1.74439 -8.92920
C 0.65200 2.45859 -7.97120
H 1.99795 0.87424 -5.15926
H 3.09337 -0.46240 -6.94920
H 1.06724 1.93731 -9.98074
H -0.02777 3.27248 -8.18950
O -7.75528 -3.10733 4.29852
C -6.77239 -2.41192 4.15198
C -6.26471 -1.55853 5.25367
C -5.18848 -0.79415 5.09234
C -4.45301 -0.76577 3.80686
O -3.46500 -0.06873 3.66277
C -4.96022 -1.61539 2.70860
C -6.03519 -2.38165 2.86724
H -6.81548 -1.59409 6.18516
H -4.80157 -0.16416 5.88352
H -4.40925 -1.57933 1.77763
H -6.42000 -3.01086 2.07702
O 0.82856 -6.00744 2.42850
C -0.31918 -5.61296 2.39730
C -0.72049 -4.36089 3.08167
C -1.97880 -3.92956 3.04764
C -3.03087 -4.68227 2.32255
O -4.17826 -4.28583 2.28844
C -2.62861 -5.93418 1.63877
C -1.37029 -6.36534 1.67313
H 0.06144 -3.82400 3.60455
H -2.29046 -3.01716 3.54137
H -3.40993 -6.47024 1.11504
H -1.05702 -7.27635 1.17912
O 4.13959 -2.88949 2.66535
C 4.49118 -3.88967 2.07207
C 3.71352 -5.14716 2.15864
C 4.09962 -6.24309 1.50988
C 5.32235 -6.25184 0.67262
O 5.67365 -7.25030 0.07931
C 6.10095 -4.99221 0.58629
C 5.71462 -3.89626 1.23503
H 2.82481 -5.12363 2.77179
H 3.54381 -7.17069 1.56203
H 6.99144 -5.01680 -0.02909
H 6.26891 -2.96742 1.18365
*
```

Properties
SMILES string	CCCOCP(CCOC(C)=O)(CC(=O)O)(C[C@@H]1CO1)P(O)Cl.O=C1C=CC(=O)C=C1.O=C1C=CC(=O)C=C1.O=C1C=CC(=O)C=C1.O=C1C=CC(=O)C=C1
E_HOMO	-7.63	eV

=====

How do the records compare in largest force on an atom? In the order shown, they have 4.9; 4.3; 4.5 eV/Å.